# 1
Here is 2 unconnected molecules or ions with the total composition C2H3O3S3 in a non-equilibrium geometry from the OMol25 dataset. Energies are from ωB97M-V with the def2-TZVPD basis set.

Results
Largest force on an atom ... 1.86 eV/A
Total charge ... -1
Relative energy (zero: lowest compared OMol25 entry of this formula, charge and spin) ... 1.537 eV
Highest occupied orbital energy ... -3.5 eV
2S+1 ... 1
Total energy ... -1498.32815 a.u.
Kohn-Sham gap ... 6.77 eV

```
11
C2H3O3S3 (ωB97M-V with the def2-TZVPD basis set)
C -2.80340 0.02552 0.00963
C 0.26130 -0.36231 0.01750
O -2.81753 -1.05315 -0.37118
O -2.88664 1.10298 0.38537
O 2.08422 1.77782 -0.43610
S 0.17311 -0.89785 1.70490
S 0.43080 -1.66420 -1.19361
S 0.31419 1.21466 -0.40886
H 1.98736 2.72791 -0.51055
H 1.48486 -1.06447 1.98076
H 1.77173 -1.80692 -1.17785
```

Atom charges from the Löwdin analysis, given in e for atoms 1 to 8: number 1, C, carries -0.505; number 2, C, carries -1.621; number 3, O, carries 0.182; number 4, O, carries 0.182; number 5, O, carries -0.529; number 6, S, carries 0.521; number 7, S, carries 0.518; number 8, S, carries 0.668

# 2
Here is a molecular structure, C2H3O5S2 in a non-equilibrium geometry from the OMol25 dataset. Energies are from ωB97M-V with the def2-TZVPD basis set.

Results
Largest force on an atom ... 5.28 eV/A
Total charge ... -1
Relative energy (zero: lowest compared OMol25 entry of this formula, charge and spin) ... 2.515 eV
Highest occupied orbital energy ... -5.5 eV
2S+1 ... 1
Total energy ... -1250.54128 a.u.
Kohn-Sham gap ... 9.16 eV

```
12
C2H3O5S2 (ωB97M-V with the def2-TZVPD basis set)
C -0.22325 1.41669 -0.83616
C 0.60526 -1.10117 0.48064
O -2.71232 -0.19309 -0.80982
O -1.80405 0.67821 1.23037
O 1.45389 1.19895 1.25599
O 2.27956 0.51685 -0.94396
O -0.70346 -1.29648 0.10449
S -1.55018 0.17816 -0.08483
S 1.08652 0.62147 -0.06786
H -0.24675 1.12524 -2.01481
H 0.62642 -1.11585 1.53893
H 1.18836 -2.02899 0.14703
```

Atom charges from the Löwdin analysis, given in e for atoms 1 to 8: number 1, C, carries -0.316; number 2, C, carries -0.310; number 3, O, carries -0.320; number 4, O, carries -0.326; number 5, O, carries -0.398; number 6, O, carries -0.418; number 7, O, carries -0.312; number 8, S, carries 0.578

# 3
Here is 2 unconnected molecules or ions with the total composition C2H3OPS2 in a non-equilibrium geometry from the OMol25 dataset. Energies are from ωB97M-V with the def2-TZVPD basis set.

Results
Largest force on an atom ... 2.69 eV/A
Total charge ... 0
Relative energy (zero: lowest compared OMol25 entry of this formula, charge and spin) ... 3.349 eV
Highest occupied orbital energy (spin up / spin down) ... -7.7 / -9.0 eV
2S+1 ... 1
Total energy ... -1290.83725 a.u.
Kohn-Sham gap (spin up / spin down) ... 5.76 / 8.21 eV

```
9
C2H3OPS2 (ωB97M-V with the def2-TZVPD basis set)
C 1.25542 -0.59143 0.94706
C 1.54376 0.20621 0.06492
O 0.95533 -0.37590 -2.16540
P 1.77117 0.91645 -1.48145
S -2.11958 -0.89681 1.83911
S -2.44339 1.05264 1.84219
H 0.75851 -1.29351 1.54686
H 0.99614 -0.60702 -3.16118
H -2.71736 1.58935 0.56789
```

Atom charges from the Löwdin analysis, given in e for atoms 1 to 8: number 1, C, carries 0.022; number 2, C, carries -0.459; number 3, O, carries -0.466; number 4, P, carries 0.789; number 5, S, carries 0.034; number 6, S, carries 0.152; number 7, H, carries -0.017; number 8, H, carries 0.090

# 4
Here is C2H3P3 in the gas phase in a non-equilibrium geometry from the OMol25 dataset. Energies are from ωB97M-V with the def2-TZVPD basis set.

Results
Largest force on an atom ... 1.90 eV/A
Total charge ... 0
Relative energy (zero: lowest compared OMol25 entry of this formula, charge and spin) ... 2.031 eV
Highest occupied orbital energy ... -8.0 eV
2S+1 ... 1
Total energy ... -1101.95093 a.u.
Kohn-Sham gap ... 6.42 eV

```
8
C2H3P3 (ωB97M-V with the def2-TZVPD basis set)
C -0.51580 -0.21476 0.75277
C 0.65671 0.46627 0.66062
P 1.34909 1.07024 -0.89446
P 0.30337 -0.03967 -2.39053
P -1.00267 -1.23494 -1.50282
H -0.80149 -0.67350 1.73942
H -1.21952 0.15388 0.05836
H 1.23030 0.47248 1.57664
```

Okay, here come the Löwdin numbers, in e, for every atom: number 1, C, carries -0.320; number 2, C, carries -0.580; number 3, P, carries 0.455; number 4, P, carries 0.028; number 5, P, carries 0.371; number 6, H, carries 0.083; number 7, H, carries -0.077; number 8, H, carries 0.042

Q: What is the largest force on an atom in the fourth record?
A: 1.90 eV/A

Q: Which of these has the highest relative energy (zero: lowest compared OMol25 entry of this formula, charge and spin)?
A: C2H3OPS2

Q: Which of these has the lowest total energy?
A: C2H3O3S3

Q: Look up the total energy of the first one.
A: -1498.32815 a.u.